The following is a quantum chemistry calculation of 2 unconnected molecules or ions with the total composition C4H9NO3 at a distorted geometry, from the Open Molecules 2025 dataset.

As for the highest occupied orbital energy: -0.370 hartree. The value obtained for the LUMO energy is 0.61 eV. The energy above the lowest of the compared OMol25 structures with the same formula, charge and spin comes out at 23.19 kcal/mol.

```
! wB97M-V def2-TZVPD RIJCOSX def2/J DEFGRID3
* xyz 0 1
N -0.12 -1.93 0.59
C 0.63 -1.03 1.32
O 1.55 -1.34 2.02
C 0.21 0.38 0.98
C 1.25 0.95 -0.05
C 0.85 0.70 -1.50
O -0.01 1.37 -2.00
H -0.87 -1.53 0.03
H -0.03 -2.92 0.67
H 0.19 1.09 1.80
H -0.77 0.46 0.53
H 2.23 0.54 0.17
H 1.22 2.03 0.10
H 1.37 -0.14 -2.00
O -2.60 0.12 -0.96
H -2.21 0.78 -1.57
H -2.90 0.45 -0.13
*
```

=====

The following is a quantum chemistry calculation of 21 unconnected molecules or ions with the total composition C6H53ClN3O20 at a distorted geometry, from the Open Molecules 2025 dataset.

As for the highest occupied orbital energy: -0.476 hartree. The value obtained for the LUMO energy is -4.16 eV.

```
! wB97M-V def2-TZVPD RIJCOSX def2/J DEFGRID3
* xyz 1 1
C 2.74 -0.90 1.60
C 2.47 -0.65 0.12
C 1.22 -1.37 -0.41
Cl 1.70 -3.07 -0.78
C 0.08 -1.33 0.57
C -1.23 -1.95 0.16
N -2.19 -1.13 0.98
C -1.65 0.06 1.13
N -2.20 1.20 1.54
N -0.30 0.10 0.70
H 1.95 -0.50 2.23
H 2.90 -1.95 1.82
H 3.65 -0.39 1.90
H 2.39 0.42 -0.04
H 3.34 -0.99 -0.44
H 0.94 -0.91 -1.36
H 0.31 -1.83 1.51
H -1.50 -1.75 -0.88
H -1.35 -2.98 0.45
H -2.60 -1.57 1.81
H -2.45 1.43 2.49
H -2.31 1.92 0.82
H -0.40 0.41 -0.29
O -4.12 -0.98 -1.38
H -3.42 -0.63 -1.95
H -3.64 -1.37 -0.64
O -1.22 -5.01 1.55
H -0.28 -5.17 1.77
H -1.33 -5.44 0.69
O -4.79 2.40 -0.98
H -5.63 2.27 -1.44
H -4.34 1.55 -1.06
O 4.23 1.74 -0.55
H 5.15 1.44 -0.52
H 4.30 2.65 -0.87
O -1.49 3.24 -0.25
H -0.65 3.15 0.23
H -1.46 4.12 -0.65
O -2.82 -4.44 -0.66
H -3.30 -4.45 0.18
H -3.25 -3.74 -1.17
O 1.56 3.56 0.21
H 1.65 4.11 -0.58
H 2.19 2.84 0.07
O -1.62 0.77 -2.74
H -0.69 0.80 -3.01
H -1.74 1.57 -2.21
O 7.46 1.71 -0.97
H 8.10 2.35 -0.65
H 7.89 1.29 -1.72
O -5.19 4.54 1.11
H -4.27 4.34 1.32
H -5.31 4.15 0.23
O 4.79 -2.11 3.42
H 5.48 -2.74 3.66
H 4.93 -1.37 4.01
O -1.18 -8.00 1.08
H -1.31 -7.68 0.19
H -1.89 -7.60 1.60
O -1.99 -3.16 3.61
H -1.38 -2.52 3.98
H -1.51 -3.57 2.87
O 1.22 -5.21 2.95
H 1.90 -5.85 3.19
H 1.36 -4.47 3.56
O 3.11 4.97 -2.31
H 4.03 5.24 -2.42
H 2.62 5.57 -2.88
O 0.17 5.21 -3.51
H -0.62 5.10 -4.04
H 0.61 4.35 -3.55
O -1.22 7.01 -5.77
H -0.40 6.91 -5.27
H -1.16 7.89 -6.15
O -1.90 -1.67 -4.47
H -1.23 -2.33 -4.26
H -1.77 -0.96 -3.84
O 3.39 6.37 1.02
H 3.13 6.08 0.14
H 3.30 5.58 1.56
O -3.52 -5.87 3.98
H -3.67 -5.70 4.91
H -2.89 -5.18 3.71
*
```

=====

The following is a quantum chemistry calculation of a molecular structure, C15H26MnNO3PS at a distorted geometry, from the Open Molecules 2025 dataset.

As for the highest occupied orbital energy (spin up / spin down): -0.857 / -0.854 hartree. The value obtained for the LUMO energy (spin up / spin down) is -16.30 / -18.90 eV. Its expectation value of S² is 3.832.

```
! wB97M-V def2-TZVPD RIJCOSX def2/J DEFGRID3
* xyz 4 4
Mn -0.21 0.04 1.47
C -2.04 -0.11 1.28
O -3.21 -0.20 1.25
C -0.33 1.73 2.03
O -0.47 2.81 2.46
C 1.61 -0.02 1.64
O 2.76 -0.02 1.89
C -1.42 1.08 -1.61
P 0.03 0.25 -0.76
H 0.38 -1.13 -2.66
H -2.27 0.45 -1.32
C 1.47 1.14 -1.57
H 1.12 1.26 -2.60
C -1.31 1.10 -3.14
H -1.06 0.12 -3.57
H -0.59 1.84 -3.49
H -2.30 1.38 -3.54
C -1.69 2.50 -1.08
H -1.02 3.24 -1.54
C 1.07 -2.43 -1.08
H -1.61 2.58 0.01
H -2.72 2.77 -1.36
C -1.34 -2.03 -1.70
H 0.68 -2.95 -0.20
H 1.24 -3.20 -1.85
H 2.04 -1.99 -0.82
C 0.06 -1.41 -1.64
H -1.25 -3.08 -2.03
H -1.99 -1.51 -2.41
H -1.83 -2.03 -0.72
C 2.77 0.33 -1.60
H 3.11 0.07 -0.58
H 3.54 0.96 -2.06
H 2.68 -0.58 -2.19
C 1.70 2.53 -0.96
H 1.93 2.47 0.11
H 0.86 3.20 -1.11
H 2.58 2.97 -1.46
H -0.61 -1.88 1.35
H 0.00 -1.72 0.86
S -1.24 -1.09 5.82
C 0.06 -2.13 5.27
C 0.45 -1.78 4.00
N -0.28 -0.71 3.47
C -1.19 -0.23 4.33
H 0.48 -2.94 5.85
H 1.23 -2.25 3.41
H -1.87 0.59 4.11
*
```

=====

For the records above, the corresponding calculated total energy values read -438.292108; -2389.410796; -2756.243442 Ha.